ORCA calculation (the ωB97M-V functional and the def2-TZVPD basis) on C2H5O2P as an isolated structure.

Geometry as XYZ:
```
10
C2H5O2P | the OMol25 dataset | the ωB97M-V functional and the def2-TZVPD basis
P -1.11 0.00 0.34
O -3.76 0.58 -0.33
O -0.25 -1.34 0.04
C 1.02 -0.72 -0.27
C 0.53 0.72 -0.17
H 1.85 -1.14 0.30
H 0.76 1.14 -1.16
H 1.10 -0.86 -1.34
H 0.83 1.43 0.72
H -0.96 0.19 1.86
```

The HOMO energy (spin up / spin down) comes out at -9.222 / -9.191 eV. The value obtained for the energy above the lowest of the compared OMol25 structures with the same formula, charge and spin is 6.667 eV. Its electronic energy is -570.79003 hartree. The calculation puts the orbital gap (spin up / spin down) at 7.527 / 7.610 eV.

***

ORCA calculation (the ωB97M-V functional and the def2-TZVPD basis) on a 2-piece molecular cluster, C29H24Br2N overall.

Geometry as XYZ:
```
56
C29H24Br2N | the OMol25 dataset | the ωB97M-V functional and the def2-TZVPD basis
Br 0.87 -6.21 -2.01
Br -2.21 4.30 5.11
N 6.15 0.80 -1.80
C 1.24 1.98 4.82
C 0.31 2.95 5.19
C 2.27 -4.42 1.49
C -1.21 2.18 3.47
C 2.17 -3.01 1.23
C 5.77 1.51 -0.68
C 1.93 0.05 3.41
C 1.19 -3.57 -0.95
C 6.11 -1.29 -0.57
C 1.86 -5.36 0.55
C 0.97 1.06 3.76
C 6.31 1.56 -3.05
C 6.43 -2.65 -0.53
C 6.33 -0.57 -1.77
C 5.25 3.65 0.35
C -0.28 1.20 3.08
C 1.34 -4.94 -0.69
C 6.76 -1.27 -2.92
C 5.07 3.01 1.59
C 2.55 -2.00 2.19
C 5.53 0.87 0.55
C 1.85 -0.79 2.30
C -0.93 3.04 4.54
C 1.57 -2.63 0.00
C 6.84 -3.34 -1.66
C 5.23 1.63 1.68
C 5.64 -0.62 0.69
C 5.61 2.90 -0.77
C 6.99 -2.64 -2.88
H 1.12 -0.53 1.53
H -2.16 2.30 2.96
H 2.73 -0.14 4.13
H 1.93 -6.42 0.75
H 5.74 3.43 -1.71
H 3.17 -2.32 3.03
H 4.80 3.60 2.47
H 5.36 2.06 -3.31
H 6.36 -3.17 0.42
H 0.54 3.65 5.99
H 7.04 -4.41 -1.63
H 4.68 -1.08 1.10
H 1.43 -1.57 -0.22
H 6.90 -0.77 -3.88
H -0.52 0.55 2.24
H 2.21 1.94 5.31
H 0.79 -3.27 -1.91
H 5.13 1.14 2.64
H 7.09 2.33 -2.94
H 5.10 4.74 0.26
H 6.59 0.93 -3.91
H 7.29 -3.18 -3.79
H 6.41 -0.83 1.46
H 2.61 -4.76 2.47
```

The HOMO energy comes out at -9.292 eV. The total charge is +1. The value obtained for the energy above the lowest of the compared OMol25 structures with the same formula, charge and spin is 0.000 eV. Its electronic energy is -6321.99086 hartree. The calculation puts the orbital gap at 3.450 eV.

***

ORCA calculation (the ωB97M-V functional and the def2-TZVPD basis) on C24H29N6O3Pd as an isolated structure.

Geometry as XYZ:
```
63
C24H29N6O3Pd | the OMol25 dataset | the ωB97M-V functional and the def2-TZVPD basis
Pd 0.66 -0.98 -0.41
O -4.88 2.64 0.46
O 2.74 0.03 -1.40
O -2.61 1.32 1.00
N 4.12 -6.08 -0.35
N 2.08 1.58 0.22
N 0.70 1.29 0.05
N 1.31 -2.96 -0.32
N -2.13 -2.02 -0.34
N -4.29 -0.59 0.66
C 4.36 1.10 -0.05
C 1.88 -3.41 0.81
C 4.82 2.34 0.37
C -1.27 3.01 -0.04
C 2.59 -4.60 -1.52
C 7.04 1.46 0.67
C -1.26 4.33 -0.52
C 6.15 2.52 0.72
C 6.59 0.21 0.25
C 2.80 -4.44 0.85
C 5.26 0.04 -0.12
C -2.39 5.09 -0.69
C -3.67 3.25 0.11
C 1.68 -3.56 -1.46
C -6.04 3.40 0.27
C -4.15 -0.77 -0.82
C 3.17 -5.06 -0.34
C -2.31 -1.88 1.10
C 0.09 2.44 -0.03
C -3.63 4.52 -0.39
C 2.93 0.85 -0.48
C -3.79 -1.78 1.41
C -2.50 2.44 0.38
C -2.66 -0.87 -1.07
H -6.03 4.30 0.89
H -3.99 -1.60 2.47
H -1.86 -0.96 1.49
H 3.23 -4.74 1.79
H -6.18 3.69 -0.78
H -2.44 -1.00 -2.13
H 4.09 -6.69 -1.15
H 6.50 3.50 1.04
H 0.81 3.25 -0.13
H -4.53 5.11 -0.53
H 1.57 -2.90 1.71
H -2.21 0.07 -0.74
H 8.08 1.60 0.94
H -1.09 -1.91 -0.48
H -2.33 6.11 -1.07
H -1.85 -2.73 1.60
H -5.25 -0.38 0.91
H 2.86 -5.03 -2.47
H -3.68 0.28 0.91
H -6.88 2.77 0.58
H -4.60 0.11 -1.29
H 4.90 -0.92 -0.48
H 7.28 -0.63 0.20
H 4.11 3.15 0.43
H 1.24 -3.17 -2.36
H -0.30 4.76 -0.78
H 4.22 -6.58 0.51
H -4.68 -1.68 -1.09
H -4.36 -2.64 1.06
```

The HOMO energy comes out at -2.466 eV. The total charge is -1. The value obtained for the energy above the lowest of the compared OMol25 structures with the same formula, charge and spin is 1.388 eV. Its electronic energy is -1614.02243 hartree. The calculation puts the orbital gap at 4.758 eV.

***

ORCA calculation (the ωB97M-V functional and the def2-TZVPD basis) on C27H51F2N3O27S2Zn as an isolated structure.

Geometry as XYZ:
```
113
C27H51F2N3O27S2Zn | the OMol25 dataset | the ωB97M-V functional and the def2-TZVPD basis
Zn 2.00 -1.12 -1.46
S 0.27 0.94 0.47
S -0.79 0.54 -1.64
F -0.56 -0.39 -2.94
F 1.81 0.99 0.97
O 5.85 -0.44 0.25
O -0.95 1.79 -2.32
O -0.23 0.06 1.47
O 4.91 1.44 -0.33
O -0.24 0.41 6.98
O -3.94 2.34 -4.48
O -3.20 1.66 0.75
O 1.88 -0.13 -5.05
O 1.17 -2.52 -2.68
O 1.69 0.46 5.76
O -2.28 3.85 -4.57
O -0.04 2.35 0.39
O 2.20 -2.44 2.91
O -0.07 1.76 5.31
O -3.81 -3.48 2.63
O -3.54 -2.94 4.78
O -2.20 -2.14 3.15
O 1.95 -1.94 0.73
O -3.24 1.86 2.99
O 0.55 -3.27 1.85
O -3.70 3.99 -2.96
O 3.12 -3.00 -1.87
O -1.89 -0.15 -1.03
O 3.77 -0.51 -0.46
O -3.79 -0.01 2.15
O 2.76 -0.01 -3.03
O 4.06 0.20 -4.84
N -2.28 7.32 -0.41
N 0.65 0.19 -1.01
N -3.05 -5.06 -1.08
C -4.95 -4.28 2.85
C -1.22 5.05 -1.09
C 2.18 -4.58 -3.45
C 7.16 0.14 0.25
C -3.20 -2.88 3.62
C -0.34 -3.38 0.72
C -4.03 -0.95 1.10
C 4.77 0.12 -0.22
C -1.55 3.18 -5.53
C -1.81 6.31 -0.70
C -2.82 -2.93 -2.56
C -2.97 -4.12 -1.73
C 3.11 -1.35 3.17
C 1.95 0.23 -6.43
C 0.58 0.81 6.00
C -1.49 -1.27 3.99
C 1.60 -2.49 1.74
C -4.33 3.22 -1.95
C 2.16 -3.31 -2.62
C -2.93 3.24 2.92
C 5.21 -0.22 -4.11
C 0.59 2.21 4.15
C 0.06 -0.84 7.56
C -3.40 3.32 -4.07
C 2.88 0.06 -4.24
C -3.46 1.20 1.84
C 3.89 2.17 -1.05
H 2.19 1.30 -6.40
H 2.65 -0.30 -7.06
H 2.59 -4.48 -4.45
H 5.51 0.45 -3.30
H 2.78 -1.01 4.15
H -5.46 -4.05 3.79
H -0.90 -0.62 3.35
H 0.90 1.44 3.44
H -3.77 3.81 2.52
H 1.17 -4.97 -3.50
H -0.56 4.71 -0.29
H 0.67 -1.58 7.05
H -3.21 -3.04 -3.57
H 2.98 1.59 -1.18
H 0.93 0.24 -6.82
H -1.06 3.88 -6.22
H -3.09 -1.43 0.81
H 0.41 -0.77 8.59
H 4.16 2.32 -2.10
H -1.05 -4.13 1.04
H 7.64 -0.05 1.21
H 0.17 -3.64 -0.20
H -0.01 2.95 3.64
H -4.47 -0.44 0.24
H -3.76 2.39 -1.54
H -0.85 -2.42 0.62
H -0.82 -1.89 4.60
H -3.40 -2.16 -2.05
H -5.35 2.96 -2.24
H -0.90 -1.33 7.74
H 3.74 3.10 -0.52
H -2.05 3.38 2.30
H -0.62 5.28 -1.98
H -4.69 -5.33 2.91
H 2.84 -0.53 2.50
H -2.88 3.66 3.93
H -4.59 3.80 -1.06
H 1.58 2.61 4.42
H -4.73 -1.71 1.43
H -2.02 -0.58 4.65
H -0.73 2.59 -5.11
H 5.17 -1.23 -3.71
H -2.10 2.49 -6.19
H -1.80 -2.56 -2.52
H 2.79 -5.32 -2.92
H -1.95 4.32 -1.44
H 7.15 1.19 -0.02
H 7.79 -0.37 -0.47
H -5.68 -4.08 2.07
H 4.17 -1.56 3.13
H 6.03 -0.16 -4.82
```

The HOMO energy comes out at -9.910 eV. Its electronic energy is -6030.61001 hartree. The calculation puts the orbital gap at 9.666 eV.

***

ORCA calculation (the ωB97M-V functional and the def2-TZVPD basis) on C5H11BiO3 as an isolated structure.

Geometry as XYZ:
```
20
C5H11BiO3 | the OMol25 dataset | the ωB97M-V functional and the def2-TZVPD basis
Bi 0.95 -0.33 1.09
O -0.23 0.51 2.37
O 2.37 -0.07 3.52
O -1.35 2.76 1.38
C 4.59 -0.84 3.42
C 3.70 0.08 3.76
C -0.27 3.59 1.05
C 0.07 0.56 3.72
C 1.51 0.99 3.96
H 4.32 -1.70 2.81
H -0.09 -0.43 4.18
H 1.78 1.90 3.39
H 5.64 -0.67 3.65
H 0.36 3.17 0.24
H 1.68 1.22 5.03
H 0.39 3.76 1.92
H -0.66 4.55 0.68
H -0.58 1.27 4.26
H -0.99 1.91 1.75
H 3.99 1.07 4.14
```

Its spin multiplicity is 2. The HOMO energy (spin up / spin down) comes out at -13.144 / -13.142 eV. The total charge is +1. The value obtained for the energy above the lowest of the compared OMol25 structures with the same formula, charge and spin is 0.105 eV. Its electronic energy is -637.05214 hartree. The calculation puts the orbital gap (spin up / spin down) at 6.189 / 6.375 eV.